[1]
Molecular formula: C7H33NO11
Method: DFT, ωB97M-V/def2-TZVPD

```
52
Properties=species:S:1:pos:R:3:nbo_charge:R:1
C -0.5908 -0.0633 3.1483 -0.6638
C -1.0346 0.9085 2.1315 -0.0820
C -1.3032 2.2514 2.3142 -0.1052
N -1.3671 2.8458 1.0780 -0.5214
C -1.2222 1.8538 0.1365 0.1367
C -1.1774 2.2421 -1.2837 -0.6819
C -0.9344 0.6194 0.7444 -0.1116
C -0.6974 -0.6799 0.0136 -0.6553
H -1.1779 0.0399 4.0522 0.2138
H 0.4728 0.1533 3.4118 0.2232
H -0.7452 -1.0997 2.8339 0.2466
H -1.4471 2.7334 3.2676 0.2144
H -1.8066 3.7079 0.8168 0.4114
H -1.8725 3.0148 -1.7106 0.2189
H -1.5599 1.4859 -1.9994 0.2322
H -0.2241 2.7198 -1.5753 0.2269
H 0.0945 -0.4607 -0.7139 0.2029
H 0.0965 -1.2065 0.5864 0.2208
H -1.4741 -1.2898 -0.3719 0.2328
O 2.9929 2.5506 2.4337 -0.9588
H 2.0835 2.6981 2.7196 0.4596
H 2.8917 1.9909 1.6442 0.4913
O -1.5357 -1.0403 -2.7492 -0.9965
H -1.2112 -1.5297 -3.5047 0.5022
H -0.9208 -0.3562 -2.4364 0.5058
O -2.4593 -2.0457 1.7451 -0.9819
H -2.9045 -1.9379 0.8832 0.4963
H -2.7554 -1.2892 2.2744 0.4830
O 2.3813 0.4611 0.6178 -0.9995
H 3.0485 -0.2384 0.4005 0.5069
H 1.6238 -0.1238 0.7547 0.4709
O 1.4943 3.5939 -0.5632 -0.9451
H 1.7030 3.2344 0.3067 0.4865
H 0.5904 3.9118 -0.4814 0.4649
O 3.7469 -1.6927 0.0236 -0.9748
H 3.2224 -2.3434 -0.4974 0.5212
H 3.6970 -1.9698 0.9462 0.4747
O 1.3869 -1.3579 -3.5905 -0.9918
H 2.2433 -1.5786 -3.9791 0.4792
H 1.4030 -0.3739 -3.5406 0.5104
O -0.3545 -3.5336 0.7879 -0.9520
H -0.5886 -4.4391 1.0411 0.4753
H -1.2561 -3.2389 0.6012 0.4881
O 1.2694 0.8160 -2.1597 -0.9950
H 1.5348 0.4632 -1.2983 0.5011
H 1.4824 1.7577 -2.1263 0.5027
O -3.7529 -1.4979 -0.8474 -0.9766
H -3.0059 -1.5100 -1.4794 0.5047
H -4.1622 -0.6345 -0.9810 0.4812
O 1.7321 -2.9709 -1.2816 -1.0001
H 1.0469 -3.1764 -0.6268 0.5026
H 1.3031 -2.3751 -1.9174 0.5042
```

The calculation puts the LUMO energy at 0.28 eV. The value obtained for the HOMO energy is -8.1 eV. Its charge is 0. The calculation puts the total energy at -31807.2798 eV. Its SMILES is Cc1c[nH]c(C)c1C.O.O.O.O.O.O.O.O.O.O.O.

=====

[2]
Molecular formula: C28H56O25RbSY
Method: DFT, ωB97M-V/def2-TZVPD

```
112
Properties=species:S:1:pos:R:3:lowdin_charge:R:1
Rb 20.1724 21.7727 4.4182 0.9888
Y 24.5807 23.5903 0.1256 1.7607
S 23.4586 23.7587 2.8690 0.3078
O 23.0378 24.3901 1.5543 -0.4630
O 22.5264 22.7018 3.2653 -0.4489
O 24.7651 23.1796 2.3756 -0.4364
O 23.5966 24.7802 3.8728 -0.2788
C 24.6312 18.9394 3.7358 -0.0206
C 24.8425 20.0616 2.7488 -0.1705
O 25.6544 19.5343 1.6647 0.1007
C 25.5584 20.1055 0.4957 -0.5725
O 25.0120 21.1794 0.2948 -0.0036
O 26.1851 19.3870 -0.4089 0.0470
C 25.8569 19.5559 -1.7824 -0.0111
H 25.4692 18.2742 3.9053 0.0956
H 23.7757 18.3292 3.4148 0.0879
H 24.2409 19.3370 4.6775 0.0712
H 25.2998 20.9481 3.1887 0.1047
H 23.9011 20.4635 2.3688 0.1145
H 24.7824 19.5087 -1.9620 0.0883
H 26.2856 18.7272 -2.3358 0.1114
H 26.2419 20.4993 -2.1720 0.0850
C 21.8837 28.7686 -0.9482 -0.0337
C 22.8235 27.6410 -1.2983 -0.1680
O 22.1260 26.7285 -2.1927 0.0918
C 22.3460 25.4425 -2.1088 -0.5652
O 23.0919 24.9039 -1.3049 -0.0024
O 21.6270 24.8296 -3.0180 0.0634
C 21.7271 23.4258 -3.1444 -0.0056
H 22.3204 29.3808 -0.1637 0.0877
H 20.9307 28.3627 -0.6040 0.0898
H 21.6193 29.3559 -1.8278 0.0910
H 23.1316 27.1302 -0.3842 0.1034
H 23.7408 27.9149 -1.8217 0.1371
H 20.7783 23.0123 -3.4752 0.1137
H 21.9766 22.9673 -2.1883 0.0667
H 22.4698 23.1668 -3.9001 0.1108
C 29.8977 22.1865 -2.0585 -0.0340
C 28.6611 22.4827 -1.2444 -0.2130
O 29.0255 22.8069 0.0860 0.1009
C 28.1042 23.2917 0.8700 -0.5597
O 26.8997 23.2926 0.6297 -0.0155
O 28.6485 23.7675 1.9541 0.0765
C 27.8076 24.2999 2.9770 0.0104
H 30.2452 21.1606 -1.9960 0.0877
H 30.7027 22.7974 -1.6376 0.0956
H 29.7293 22.5052 -3.0822 0.0862
H 27.9909 21.6158 -1.2743 0.1091
H 28.1016 23.3016 -1.7049 0.1173
H 28.2289 24.0308 3.9416 0.1105
H 26.8068 23.8577 2.9964 0.0709
H 27.6807 25.3737 2.8617 0.1071
C 18.9555 24.3167 1.1487 -0.0152
C 20.3764 23.8168 1.0047 -0.1720
O 20.2846 22.3994 0.6701 0.0811
C 21.3147 21.7934 0.1614 -0.5818
O 22.4438 22.2442 0.0557 0.0063
O 20.9213 20.6170 -0.2961 0.0493
C 21.8863 19.7761 -0.9056 -0.0154
H 18.9904 25.3448 1.5011 0.0988
H 18.4546 23.6846 1.8813 0.0707
H 18.4681 24.2270 0.1825 0.0945
H 21.0123 23.9715 1.8686 0.0671
H 20.8805 24.2948 0.1614 0.1195
H 22.4402 19.2163 -0.1567 0.1063
H 22.6088 20.3611 -1.4887 0.0794
H 21.3941 19.1725 -1.6623 0.1109
C 15.3734 24.3739 3.2193 -0.0465
C 15.8853 24.9027 4.5462 -0.1779
O 17.1012 25.6518 4.3401 0.0624
C 18.2486 25.0228 4.5048 -0.6309
O 18.3986 23.8268 4.6527 -0.0550
O 19.2169 25.9086 4.4485 0.0346
C 20.5460 25.3990 4.6007 -0.0178
H 14.4967 23.7379 3.2868 0.0868
H 16.1646 23.7507 2.7865 0.0644
H 15.2333 25.2031 2.5254 0.0874
H 16.0891 24.0656 5.2135 0.1226
H 15.1728 25.5706 5.0193 0.1309
H 21.1851 26.2725 4.6712 0.1075
H 20.8121 24.7373 3.7848 0.0504
H 20.6495 24.9135 5.5759 0.1118
C 28.1758 27.4446 -2.1354 -0.0459
C 27.1074 26.6613 -1.4329 -0.1911
O 26.5482 27.5028 -0.3911 0.0809
C 25.6849 26.9843 0.4516 -0.5909
O 25.2100 25.8605 0.3445 -0.0189
O 25.3877 27.8495 1.3639 0.0710
C 24.5205 27.4744 2.4400 0.0176
H 28.5257 26.8639 -2.9937 0.0910
H 29.0208 27.7353 -1.5177 0.0918
H 27.7650 28.3456 -2.5932 0.0930
H 27.3977 25.6774 -1.0608 0.1062
H 26.2838 26.4766 -2.1364 0.1272
H 24.8672 27.9506 3.3526 0.1123
H 24.4142 26.4072 2.5833 0.0547
H 23.5278 27.8948 2.2512 0.1083
C 25.2933 22.5582 6.0248 -0.0436
C 23.8670 22.1236 6.2939 -0.1936
O 23.9642 20.8676 6.9828 0.0572
C 22.9041 20.0864 6.9589 -0.6272
O 21.8431 20.3402 6.4257 0.0162
O 23.1865 18.9692 7.5960 0.0308
C 22.3552 17.8470 7.3202 -0.0234
H 25.7581 21.9189 5.2720 0.0699
H 25.8606 22.4745 6.9524 0.0910
H 25.3874 23.5945 5.7015 0.0753
H 23.2861 22.0162 5.3810 0.0789
H 23.3606 22.8639 6.9168 0.1401
H 22.7649 17.0083 7.8823 0.1036
H 22.3974 17.4943 6.2864 0.0980
H 21.3382 18.0453 7.6470 0.1007
```

The calculation puts the LUMO energy at -5.16 eV. The value obtained for the HOMO energy is -14.5 eV. Its charge is +2. The calculation puts the total energy at -93661.8053 eV.

=====

[3]
Molecular formula: C4H9N4
Method: DFT, ωB97M-V/def2-TZVPD

```
17
Properties=species:S:1:pos:R:3:nbo_charge:R:1
C -0.4678 -0.4014 -2.2364 -0.4009
N 0.0437 -0.0572 -0.8880 -0.2632
N 0.7910 1.0969 -0.9141 -0.1949
C 1.2588 1.5316 0.1992 0.0577
C 1.1258 0.9270 1.5094 -0.2904
N -0.1118 0.1506 1.4618 -0.5241
C -0.5115 -0.4659 0.3894 0.6686
N -1.3713 -1.4486 0.5110 -0.7636
H -1.3356 0.2683 -2.3591 0.2253
H 0.4388 -0.1859 -2.9042 0.2705
H -0.7740 -1.4810 -2.0998 0.1996
H 1.8524 2.4217 0.0062 0.2371
H 1.9510 0.2368 1.6187 0.2377
H 0.8527 1.6566 2.2761 0.2604
H -0.3889 -0.3514 2.2239 0.4002
H -1.6759 -1.9963 -0.2725 0.4340
H -1.6773 -1.9018 1.4782 0.4460
```

The calculation puts the LUMO energy at -3.46 eV. The value obtained for the HOMO energy is -13.5 eV. Its charge is +1. The calculation puts the total energy at -10246.3083 eV. Its SMILES is CN1N=CCNC1=[NH2+].

=====

[4]
Molecular formula: C5H9N2
Method: DFT, ωB97M-V/def2-TZVPD

```
16
Properties=species:S:1:pos:R:3:nbo_charge:R:1
C 2.5258 0.4294 -0.0071 -0.6549
C 1.1355 -0.0683 0.0143 0.1877
C 0.6490 -1.3450 0.0007 -0.0936
N -0.7193 -1.2807 0.0024 -0.4413
C -1.1464 -0.0330 0.0173 0.4559
C -2.5065 0.5069 -0.0072 -0.6852
N 0.0629 0.7689 0.0262 -0.4777
H 2.8949 0.5815 1.0069 0.2547
H 3.1725 -0.2922 -0.4967 0.2572
H 2.5834 1.3784 -0.5351 0.2408
H 1.1717 -2.2798 0.0053 0.2556
H -1.3152 -2.0982 -0.0080 0.4567
H -2.5588 1.3659 -0.6734 0.2649
H -3.2082 -0.2497 -0.3474 0.2607
H -2.8159 0.8407 0.9834 0.2697
H 0.0746 1.7751 0.0186 0.4490
```

The calculation puts the LUMO energy at -3.13 eV. The value obtained for the HOMO energy is -13.6 eV. Its charge is +1. The calculation puts the total energy at -8305.4398 eV. Its SMILES is Cc1c[nH]c(C)[nH+]1.

=====

[5]
Molecular formula: C2H9N4P
Method: DFT, ωB97M-V/def2-TZVPD

```
16
Properties=species:S:1:pos:R:3:nbo_charge:R:1
C -1.3580 0.2333 -0.5855 -0.2470
C -1.3081 -0.7415 0.6044 -0.2430
N 2.0939 1.3035 0.8474 -1.2936
N -0.3483 1.2697 -0.5798 -0.8911
N 0.0212 -1.1517 0.5015 -0.8979
N 1.7277 -0.2558 -1.2907 -1.1996
P 1.0284 0.4399 0.0031 2.0654
H -1.1074 -0.3956 -1.4836 0.1880
H -2.3555 0.6021 -0.6533 0.2013
H -1.7762 -0.2694 1.4743 0.1686
H -2.0809 -1.6282 0.3634 0.1803
H 1.6794 1.7716 1.7417 0.3911
H -0.6532 1.8048 0.2790 0.3664
H 0.2811 -1.5157 1.3759 0.3697
H 1.4967 -1.2244 -1.6775 0.4362
H 2.6593 -0.2426 -0.9203 0.4051
```

The calculation puts the LUMO energy at 0.84 eV. The value obtained for the HOMO energy is -8.9 eV. Its charge is 0. The calculation puts the total energy at -17468.4842 eV.

=====

> Which value of charge does entry 5 give?

0

=====

> Among the records above, which one has the lowest total energy?

C28H56O25RbSY

=====

> Look up the charge of the third one.

+1

=====

> Which of these has the highest charge?

C28H56O25RbSY